one:
The ion C5H15N2O with charge +1. Source: the OMol25 dataset; level of theory: ωB97M-V/def2-TZVPD.

```
23
Properties=species:S:1:pos:R:3
N 1.2019 0.7850 -1.2192
C -0.3356 1.0355 -0.8457
C -1.1278 0.1848 -1.7867
O -0.2406 -0.3162 -2.7697
C -0.6743 0.8000 0.6678
N 0.5784 0.2971 1.3337
C 0.5520 -1.1139 1.6370
C -0.0276 -1.4400 3.0283
H 1.6284 1.7604 -1.1321
H 1.5723 0.1372 -0.4904
H 1.3408 0.4220 -2.1663
H -0.4723 2.0077 -1.3368
H -1.6484 -0.6408 -1.1709
H -2.0011 0.6741 -2.2933
H -0.2864 -1.2991 -2.8272
H -1.1056 1.7129 1.1109
H -1.4405 0.0539 0.6619
H 0.8229 0.9753 2.0206
H 1.5793 -1.6015 1.5543
H -0.0130 -1.7355 0.8500
H -1.1728 -1.6278 2.9912
H 0.4769 -2.0956 3.6687
H -0.1382 -0.5875 3.7109
```

Summary:
orbital gap	10.0	eV
SMILES	CCNC[C@@H]([NH3+])CO
LUMO energy	-3.21	eV
total charge	+1



two:
The ion C5H15N2O with charge +1. Source: the OMol25 dataset; level of theory: ωB97M-V/def2-TZVPD.

```
23
Properties=species:S:1:pos:R:3
N -1.5111 -0.1611 0.1528
C -0.0644 0.1524 -0.3923
C 0.4449 -0.8950 -1.4984
C 1.9229 -1.1529 -1.2078
O -0.4997 -1.9772 -1.4366
C 0.5974 0.3267 0.9695
N 0.4290 1.7221 1.4169
C -1.0397 2.1207 1.7823
H -1.3905 -1.0210 0.7868
H -2.0604 -0.5017 -0.6622
H -2.1473 0.4718 0.6168
H -0.1167 1.1703 -0.8064
H 0.2312 -0.5240 -2.6138
H 2.4111 -0.1552 -1.5424
H 2.2980 -2.1376 -1.7522
H 2.0500 -1.2131 -0.0956
H 0.0402 -2.8502 -1.6329
H 1.7653 0.1798 0.8905
H 0.2196 -0.4437 1.6780
H 1.0144 1.9417 2.2104
H -1.2155 3.0668 2.3324
H -1.3781 2.2931 0.7732
H -1.3158 1.3021 2.4033
```

Summary:
orbital gap	10.0	eV
SMILES	CNC[C@H]([NH3+])[C@@H](C)O
LUMO energy	-3.15	eV
total charge	+1



The structures above, arranged from the most stable to the least stable: one, two.